[1]
ORCA calculation (ωB97M-V/def2-TZVPD) on a cluster of 7 separate species, C6H24ClN12O6 in total in a non-equilibrium geometry.

Summary:
LUMO, eV: 2.384
Charge: -1
Molecular weight, g mol⁻¹: 395.79
Multiplicity: 1
HOMO-LUMO gap, eV: 9.74

Each line ends with the Löwdin charge.
Atoms and positions in Å:
Cl (-31.658052, 8.375673, 12.242728)  -0.009
C (-34.647337, 11.515977, 13.135514)  -0.670
O (-33.764726, 12.115076, 13.723381)  0.020
N (-35.967856, 11.856323, 13.189599)  0.146
N (-34.435065, 10.443460, 12.295980)  0.146
H (-36.709440, 11.310287, 12.796274)  0.089
H (-36.238175, 12.547661, 13.867013)  0.101
H (-33.511026, 10.042792, 12.350927)  -0.018
H (-35.122038, 10.334149, 11.576954)  0.087
C (-28.641563, 5.477226, 13.259159)  -0.695
O (-28.197974, 4.352475, 13.494107)  -0.011
N (-28.047277, 6.570328, 13.852037)  0.138
N (-29.787972, 5.715095, 12.613776)  0.149
H (-28.543927, 7.434947, 13.958215)  0.078
H (-27.113841, 6.441878, 14.188873)  0.092
H (-30.217033, 6.630764, 12.542514)  -0.058
H (-30.157668, 4.915026, 12.132733)  0.104
C (-28.315107, 8.442264, 9.965448)  -0.707
O (-27.347355, 8.165356, 9.262818)  0.002
N (-29.588142, 8.266337, 9.562866)  0.150
N (-28.188034, 9.008193, 11.205772)  0.142
H (-29.738372, 7.795229, 8.691106)  0.097
H (-30.324176, 8.467421, 10.222285)  -0.025
H (-27.275127, 9.388031, 11.375384)  0.102
H (-28.946481, 9.036365, 11.865724)  0.034
C (-30.346338, 12.737884, 11.122919)  -0.685
O (-30.243776, 13.945145, 11.296555)  0.004
N (-31.399965, 11.957952, 11.498040)  0.165
N (-29.392526, 12.076103, 10.393629)  0.142
H (-31.996914, 12.348967, 12.211395)  0.076
H (-31.360777, 10.962262, 11.356538)  0.022
H (-29.410898, 11.077124, 10.276140)  0.055
H (-28.492528, 12.514886, 10.329776)  0.096
C (-33.432527, 7.094019, 8.812462)  -0.700
O (-34.047075, 6.794071, 7.792607)  0.000
N (-32.252269, 6.542745, 9.142693)  0.149
N (-33.857328, 8.045651, 9.698456)  0.141
H (-31.861107, 5.771178, 8.636304)  0.107
H (-31.973037, 6.643492, 10.108931)  0.041
H (-34.818227, 8.318086, 9.610406)  0.091
H (-33.305507, 8.342501, 10.489646)  -0.028
C (-34.240726, 8.683626, 15.661163)  -0.693
O (-35.175914, 8.722565, 16.465833)  -0.020
N (-33.170239, 9.512515, 15.739992)  0.163
N (-34.317346, 7.969671, 14.507484)  0.143
H (-33.086632, 10.204540, 16.456983)  0.104
H (-32.450078, 9.392031, 15.046595)  0.065
H (-33.664107, 8.254164, 13.792457)  -0.023
H (-35.235335, 7.636167, 14.283527)  0.099

Forces on the atoms, in the same order (eV/Å):
0.013 0.315 -0.033
-0.004 -0.437 -0.684
-0.118 -0.161 0.184
-0.451 0.886 0.446
0.004 0.852 1.038
0.161 -0.289 0.067
0.120 0.048 -0.077
-0.003 -0.221 -0.755
0.420 -0.595 -0.334
0.633 -0.493 2.148
0.100 0.221 -1.015
-0.231 0.052 -0.462
-0.338 -0.089 -0.646
0.253 0.125 -0.100
-0.088 0.080 0.245
-0.023 -0.207 -0.198
-0.318 0.155 0.081
0.663 -0.183 -0.435
-0.147 0.257 0.233
-0.255 0.093 0.108
0.299 0.079 -0.275
-0.229 -0.042 0.088
-0.368 -0.262 -0.251
-0.084 -0.129 0.497
0.042 0.182 0.035
0.281 0.216 -0.741
-0.304 -0.231 0.603
0.042 0.605 0.088
0.278 -0.416 -0.249
-0.234 -0.262 -0.005
-0.077 -0.033 0.339
0.061 -0.013 0.148
-0.090 0.129 -0.095
-0.901 0.076 -0.929
-0.020 0.147 0.401
1.273 -0.203 1.042
-0.360 0.037 -0.200
-0.327 0.000 -0.235
0.227 -0.053 -0.089
0.071 0.130 -0.040
0.007 -0.167 0.091
-1.936 1.370 0.418
0.633 -0.349 0.026
0.735 -0.658 -0.324
0.746 -0.327 0.166
-0.100 -0.091 0.086
0.180 0.392 0.159
-0.298 -0.484 -0.401
0.059 -0.053 -0.164

[2]
ORCA calculation (ωB97M-V/def2-TZVPD) on an isolated molecule of C19H29NO.

Summary:
LUMO, eV: 0.802
Charge: 0
Molecular weight, g mol⁻¹: 287.45
Multiplicity: 1
HOMO-LUMO gap, eV: 9.06
SMILES: OCC1(CCCc2ccccc2)CCN(C2CCC2)CC1

Each line ends with the Löwdin charge.
Atoms and positions in Å:
O (-0.305762, -3.509161, 1.055535)  -0.041
C (-0.540900, -2.669039, -0.047007)  -0.218
C (-0.082266, -1.209454, 0.161009)  -0.431
C (1.410409, -1.159502, 0.558171)  -0.138
C (2.422849, -1.755151, -0.430798)  -0.170
C (3.063684, -0.717452, -1.365846)  -0.153
C (3.847608, 0.308843, -0.598723)  -0.247
C (3.358437, 1.595543, -0.415076)  -0.052
C (4.071865, 2.526351, 0.320309)  -0.084
C (5.288023, 2.181852, 0.882868)  -0.097
C (5.788408, 0.903285, 0.701987)  -0.085
C (5.072518, -0.023983, -0.032408)  -0.045
C (-0.336066, -0.390908, -1.110473)  -0.114
C (-1.816920, -0.105126, -1.358087)  -0.176
N (-2.377321, 0.584509, -0.214699)  -0.128
C (-3.631874, 1.243017, -0.474137)  -0.311
C (-4.988239, 0.497162, -0.355113)  -0.127
C (-5.546020, 1.692179, 0.431268)  -0.170
C (-4.127976, 2.267536, 0.565674)  -0.127
C (-2.332322, -0.283813, 0.945117)  -0.176
C (-0.879856, -0.574597, 1.313375)  -0.110
H (0.644787, -3.559030, 1.203223)  0.082
H (-1.620230, -2.702525, -0.199399)  0.115
H (-0.069925, -3.082381, -0.951033)  0.120
H (1.679162, -0.117020, 0.739685)  0.110
H (1.511266, -1.669363, 1.520574)  0.117
H (3.227124, -2.230074, 0.136632)  0.109
H (1.957275, -2.529529, -1.041904)  0.103
H (2.294427, -0.224898, -1.959248)  0.100
H (3.734016, -1.244576, -2.050206)  0.118
H (2.412891, 1.876257, -0.858211)  0.107
H (3.676642, 3.523049, 0.453409)  0.102
H (5.846121, 2.907102, 1.456502)  0.099
H (6.740367, 0.629459, 1.133470)  0.101
H (5.470965, -1.018943, -0.174632)  0.113
H (0.073673, -0.906346, -1.980958)  0.119
H (0.167570, 0.570669, -1.001501)  0.117
H (-1.905433, 0.541099, -2.235877)  0.122
H (-2.356224, -1.043522, -1.578751)  0.127
H (-3.542055, 1.716854, -1.455328)  0.141
H (-4.923564, -0.405833, 0.246439)  0.096
H (-5.485873, 0.261551, -1.293913)  0.099
H (-6.048868, 1.449584, 1.365297)  0.098
H (-6.201556, 2.321735, -0.166821)  0.100
H (-3.695971, 2.118954, 1.551337)  0.096
H (-4.003651, 3.311728, 0.287385)  0.101
H (-2.815304, 0.214751, 1.786474)  0.119
H (-2.863668, -1.234228, 0.766853)  0.118
H (-0.404326, 0.367323, 1.592132)  0.126
H (-0.857929, -1.243954, 2.175407)  0.123

Forces on the atoms, in the same order (eV/Å):
0.200 -0.214 0.378
-0.043 0.371 -0.401
0.094 -0.029 0.201
-0.152 -0.226 -0.141
-0.073 0.144 0.020
0.035 -0.197 0.090
-0.025 0.055 -0.144
0.027 -0.017 -0.040
-0.001 0.111 0.052
0.038 0.096 0.059
0.083 -0.034 0.055
-0.021 0.001 -0.008
-0.240 -0.218 0.025
0.220 0.064 -0.094
0.127 0.047 -0.090
0.023 0.057 -0.009
-0.053 -0.180 -0.226
-0.295 0.060 0.123
0.131 0.163 -0.053
0.203 0.075 0.156
-0.182 -0.147 -0.091
-0.061 -0.040 0.018
0.061 0.009 -0.095
-0.088 0.078 0.031
-0.059 0.015 0.134
-0.002 0.090 0.074
0.000 -0.068 -0.065
0.020 -0.117 0.000
0.010 0.010 -0.073
-0.052 0.059 -0.070
-0.103 -0.001 -0.048
-0.027 0.076 0.011
0.043 0.055 0.042
0.074 -0.020 0.029
0.042 -0.116 -0.020
0.122 -0.004 -0.084
0.076 0.067 -0.068
-0.048 -0.066 0.026
-0.033 0.043 -0.042
-0.030 -0.016 0.047
0.012 -0.082 0.045
-0.033 -0.101 -0.014
-0.078 0.040 -0.001
-0.050 0.023 0.002
0.052 -0.034 0.075
0.076 0.063 0.046
-0.052 -0.074 0.004
-0.073 0.076 0.035
0.027 0.045 0.050
0.077 0.011 0.051

Q: What is the molecular weight in the second record?
A: 287.45 g mol⁻¹